{"formula": "C14H23AuN4O", "method": "ωB97M-V with the def2-TZVPD basis set", "orbital_gap_ev": [8.20, 7.25], "largest_force_ev_per_a": 0.35, "relative_energy_kj_mol": 18.7, "spin_multiplicity": 3, "homo_ev": [-13.927, -14.133], "total_charge": 2, "s2": 2.0175, "mol_weight_g_mol": 460.332, "species": ["Au", "C", "C", "N", "H", "H", "H", "O", "C", "C", "N", "C", "C", "N", "C", "C", "H", "H", "H", "H", "H", "H", "H", "H", "H", "H", "H", "H", "H", "N", "C", "C", "C", "C", "C", "C", "H", "H", "H", "H", "H", "H", "H"], "positions_angstrom": [[-0.01920, 0.12608, -0.01722], [-4.46492, -0.81734, 0.85503], [-3.21518, -0.12960, 0.59075], [-2.21802, 0.40081, 0.38684], [-5.26814, -0.36195, 0.27799], [-4.69413, -0.75796, 1.91799], [-4.35511, -1.86223, 0.56475], [-0.54929, -1.82093, 0.11754], [-0.69034, 4.46496, -1.42613], [-0.67573, 2.92461, -1.31161], [0.16335, 2.49364, -0.17317], [1.54194, 2.97787, -0.37069], [1.57506, 4.52071, -0.46125], [0.16491, 5.01224, -0.31924], [-0.39139, 4.60780, 1.01563], [-0.38049, 3.06488, 1.07823], [-1.68673, 4.88484, -1.30511], [-0.27476, 4.82071, -2.36669], [-0.28212, 2.47436, -2.22123], [-1.68079, 2.53923, -1.15400], [1.93166, 2.54388, -1.29006], [2.15222, 2.63517, 0.46325], [1.95063, 4.87527, -1.41886], [2.16249, 4.97499, 0.33388], [0.16572, 6.03092, -0.37911], [-1.39409, 5.02359, 1.09000], [0.23233, 5.06421, 1.78150], [-1.38699, 2.67716, 1.21570], [0.22997, 2.71698, 1.90975], [2.14289, -0.38575, -0.39438], [2.54523, -1.78543, -0.58764], [2.04840, -2.77112, 0.24520], [2.47996, -4.07802, 0.06687], [3.39523, -4.38488, -0.92887], [3.89170, -3.38301, -1.75023], [3.47154, -2.07306, -1.57696], [2.40809, 0.12329, -1.23259], [2.68877, 0.00237, 0.37161], [1.34379, -2.53259, 1.03165], [2.09583, -4.85668, 0.71115], [3.72410, -5.40582, -1.06469], [4.60956, -3.61711, -2.52406], [3.86283, -1.28822, -2.21534]]}



{"formula": "C26H53O4PS", "method": "ωB97M-V with the def2-TZVPD basis set", "smiles": "O=C1OC(=O)C([PH2]=S)=C1CCCCO.CCCCCC.CCCCCC.CCCCCC", "orbital_gap_ev": 7.69, "largest_force_ev_per_a": 1.47, "spin_multiplicity": 1, "homo_ev": -9.195, "total_charge": 0, "mol_weight_g_mol": 492.747, "species": ["O", "C", "O", "C", "O", "C", "P", "S", "C", "C", "C", "C", "C", "O", "H", "H", "H", "H", "H", "H", "H", "H", "H", "H", "H", "C", "C", "C", "C", "C", "C", "H", "H", "H", "H", "H", "H", "H", "H", "H", "H", "H", "H", "H", "H", "C", "C", "C", "C", "C", "C", "H", "H", "H", "H", "H", "H", "H", "H", "H", "H", "H", "H", "H", "H", "C", "C", "C", "C", "C", "C", "H", "H", "H", "H", "H", "H", "H", "H", "H", "H", "H", "H", "H", "H"], "positions_angstrom": [[-1.43628, 0.56025, 2.31535], [-1.81981, -0.56619, 2.20190], [-2.74786, -1.12127, 3.05455], [-3.04658, -2.39700, 2.64156], [-3.83146, -3.09655, 3.20653], [-2.22432, -2.67328, 1.43258], [-2.43066, -4.17604, 0.47268], [-4.24002, -4.40061, -0.19907], [-1.43430, -1.61296, 1.20236], [-0.36557, -1.32520, 0.21368], [0.91937, -0.80758, 0.87977], [1.40375, -1.62687, 2.06620], [2.77834, -1.17315, 2.51897], [3.29171, -1.93695, 3.60488], [-1.47405, -4.07087, -0.53774], [-2.00103, -5.24043, 1.27369], [-0.73357, -0.56876, -0.48067], [-0.13317, -2.22363, -0.35534], [0.74068, 0.20810, 1.22855], [1.70583, -0.74567, 0.12749], [1.44262, -2.69306, 1.82524], [0.72669, -1.49033, 2.91473], [2.72394, -0.12928, 2.83540], [3.48977, -1.25464, 1.69582], [2.59074, -2.48508, 3.96733], [-3.14110, 0.50368, -1.49498], [-4.08674, 1.12185, -2.51891], [-3.41446, 1.43027, -3.85586], [-2.24368, 2.40967, -3.76045], [-2.58040, 3.75070, -3.11339], [-3.62544, 4.55876, -3.87643], [-2.31936, 1.17916, -1.24593], [-3.67055, 0.27550, -0.56773], [-2.71624, -0.42918, -1.87616], [-4.52145, 2.03284, -2.09959], [-4.92192, 0.44074, -2.69657], [-4.16661, 1.81453, -4.54949], [-3.04875, 0.49763, -4.29689], [-1.84856, 2.58416, -4.76592], [-1.42853, 1.94607, -3.19692], [-1.66080, 4.33672, -3.04546], [-2.91700, 3.59468, -2.08446], [-3.29199, 4.76016, -4.89640], [-3.80781, 5.51784, -3.39008], [-4.58069, 4.03492, -3.93207], [-0.43665, 8.86479, 1.45729], [0.14104, 7.54981, 1.97267], [1.00854, 6.82120, 0.94759], [0.27800, 6.40646, -0.33074], [-0.94105, 5.51228, -0.11204], [-0.60806, 4.17329, 0.54093], [-1.09444, 8.70883, 0.60114], [-1.02059, 9.36529, 2.23039], [0.36034, 9.54418, 1.14804], [-0.67219, 6.89883, 2.30456], [0.74852, 7.75037, 2.85866], [1.44968, 5.93894, 1.41931], [1.84928, 7.46596, 0.67295], [0.98719, 5.88440, -0.98135], [-0.03051, 7.29894, -0.88195], [-1.40640, 5.32222, -1.08047], [-1.68978, 6.03655, 0.48809], [0.11275, 3.61687, -0.06362], [-1.50075, 3.55486, 0.64749], [-0.18225, 4.30076, 1.53697], [3.74371, -8.71800, 1.31426], [4.48298, -7.85676, 0.29427], [4.71746, -6.42148, 0.76341], [3.44553, -5.61973, 1.04249], [2.48602, -5.51976, -0.14014], [3.08378, -4.81188, -1.35270], [2.74518, -8.33077, 1.52281], [3.62779, -9.74019, 0.95278], [4.29112, -8.75722, 2.25808], [3.93341, -7.85762, -0.65128], [5.45271, -8.31225, 0.07982], [5.32316, -5.89849, 0.01839], [5.31833, -6.44000, 1.67737], [3.73233, -4.61654, 1.35937], [2.91695, -6.05726, 1.89448], [1.59108, -4.97344, 0.17635], [2.14242, -6.51666, -0.42932], [3.40206, -3.79893, -1.09355], [2.35717, -4.73690, -2.16324], [3.95143, -5.34461, -1.74234]]}



{"formula": "C7H13N", "method": "ωB97M-V with the def2-TZVPD basis set", "smiles": "C=C(C)C(=C)CCN", "orbital_gap_ev": 9.56, "largest_force_ev_per_a": 6.08, "relative_energy_kj_mol": 393.3, "spin_multiplicity": 1, "homo_ev": -8.683, "total_charge": 0, "mol_weight_g_mol": 111.188, "species": ["C", "C", "C", "C", "C", "C", "C", "N", "H", "H", "H", "H", "H", "H", "H", "H", "H", "H", "H", "H", "H"], "positions_angstrom": [[1.18803, -0.29425, 2.17458], [0.27132, 0.38833, 1.40337], [-0.48324, 1.36165, 2.07306], [0.38128, 0.34968, -0.09508], [1.35569, 1.05216, -0.67171], [-0.77068, -0.10295, -0.91622], [-0.33064, -1.55674, -1.39744], [-1.08818, -1.92341, -2.55060], [1.35101, 0.14142, 3.28324], [2.02908, -0.85231, 1.92084], [-1.26406, 1.84895, 1.50918], [-0.93274, 0.99441, 3.01361], [0.16917, 2.26214, 2.30404], [2.01095, 1.70734, 0.17165], [1.54136, 1.20612, -1.78250], [-1.73730, 0.17933, -0.66355], [-0.74738, 0.32839, -1.93044], [0.78534, -1.65802, -1.60911], [-0.52342, -2.22135, -0.52277], [-1.99880, -2.12967, -2.37965], [-1.20680, -1.08122, -3.33450]]}



{"formula": "C2H5NS2", "method": "ωB97M-V with the def2-TZVPD basis set", "smiles": "CSC(N)=S", "orbital_gap_ev": 8.67, "largest_force_ev_per_a": 3.90, "relative_energy_kj_mol": 79.3, "spin_multiplicity": 1, "homo_ev": -8.296, "total_charge": 0, "mol_weight_g_mol": 107.203, "species": ["C", "S", "C", "N", "S", "H", "H", "H", "H", "H"], "positions_angstrom": [[0.64416, 1.58102, -0.79634], [-0.79190, 0.78979, -0.17807], [-0.23300, -0.68270, 0.57733], [-1.11008, -1.70942, 0.60262], [1.48424, -1.14408, 0.97582], [0.91716, 2.46622, -0.11828], [0.52889, 2.02843, -1.80286], [1.49317, 0.80384, -0.78475], [-0.81543, -2.51268, 1.20994], [-2.11721, -1.62043, 0.31459]]}



{"formula": "C3H7NOS", "method": "ωB97M-V with the def2-TZVPD basis set", "smiles": "N[C@@H](C[O-])C[S-]", "orbital_gap_ev": 5.21, "largest_force_ev_per_a": 4.71, "relative_energy_kj_mol": 140.5, "spin_multiplicity": 1, "homo_ev": 1.202, "total_charge": -2, "mol_weight_g_mol": 105.162, "species": ["N", "C", "C", "O", "C", "S", "H", "H", "H", "H", "H", "H", "H"], "positions_angstrom": [[-0.03407, 0.36515, -1.51744], [-0.19946, -0.37845, -0.20780], [1.29937, -0.52512, 0.47097], [2.18492, -1.21654, -0.27716], [-1.36165, 0.21049, 0.62014], [-1.17639, 1.99895, 1.58355], [0.34261, 1.36252, -1.31203], [0.61012, -0.08322, -2.17645], [-0.46416, -1.51403, -0.44119], [1.13994, -1.06627, 1.50003], [1.47038, 0.59382, 0.46909], [-1.72198, -0.37022, 1.38372], [-2.08963, 0.62292, -0.09544]]}



{"formula": "C2H7OPS", "method": "ωB97M-V with the def2-TZVPD basis set", "smiles": "CS(C)(=O)=P", "orbital_gap_ev": 8.30, "largest_force_ev_per_a": 4.04, "relative_energy_kj_mol": 443.8, "spin_multiplicity": 1, "homo_ev": -7.688, "total_charge": 0, "mol_weight_g_mol": 110.118, "species": ["C", "S", "C", "O", "P", "H", "H", "H", "H", "H", "H", "H"], "positions_angstrom": [[-0.43828, -0.21733, -1.38293], [0.70310, -0.57475, 0.00717], [-0.10439, 0.47627, 1.30400], [0.66617, -2.04345, 0.50872], [2.51057, 0.43447, -0.21929], [-0.39762, 0.86635, -1.34999], [-0.01930, -0.57429, -2.32417], [-1.39456, -0.69493, -1.05449], [0.10641, -0.01768, 2.36698], [0.63683, 1.30345, 1.35212], [-1.22880, 0.53532, 1.25717], [2.93020, -0.61806, 0.48924]]}



{"formula": "C4H11OP", "method": "ωB97M-V with the def2-TZVPD basis set", "orbital_gap_ev": [8.30, 7.59], "largest_force_ev_per_a": 0.59, "relative_energy_kj_mol": 408.1, "spin_multiplicity": 1, "homo_ev": [-7.553, -6.779], "total_charge": 0, "mol_weight_g_mol": 106.105, "species": ["C", "C", "C", "C", "O", "P", "H", "H", "H", "H", "H", "H", "H", "H", "H", "H", "H"], "positions_angstrom": [[-2.12198, 0.59216, -0.67710], [1.28387, -1.60935, 0.55964], [-1.47769, 0.79876, 0.63078], [1.10814, -0.29893, -0.13471], [0.78066, -0.32834, -1.47105], [2.25129, 1.05915, 0.20918], [-2.86405, 1.36912, -0.88062], [-2.60927, -0.37899, -0.73318], [-1.37969, 0.65361, -1.48632], [1.39956, -1.44556, 1.62744], [2.17361, -2.13831, 0.19428], [0.42025, -2.25238, 0.39326], [-1.57243, 0.07210, 1.41290], [-1.10973, 1.77249, 0.89302], [0.44173, -1.20204, -1.71169], [1.82567, 1.28444, 1.51592], [1.45006, 2.05207, -0.34175]]}



| no. | E (Ha) |
| --- | --- |
| 1 | -976.5224 |
| 2 | -2062.9742 |
| 3 | -329.1217 |
| 4 | -930.3092 |
| 5 | -646.5483 |
| 6 | -895.0470 |
| 7 | -575.4441 |